Record 1
Density functional theory data (ωB97M-V/def2-TZVPD) for 14 unconnected molecules or ions with the total composition C27H55Cl26IO2 at a distorted geometry.

Properties
* 2S+1: 1
* E: -366668.1981 eV

Geometry as XYZ:
```
111
Properties=species:S:1:pos:R:3:forces:R:3
C 3.732699 0.367270 2.622388 -0.451 0.319 -0.657
C 3.941574 1.597273 1.683433 0.767 -0.661 0.201
C 2.878259 1.752721 0.549000 -0.106 -0.047 0.599
C 1.543978 0.960947 0.769618 0.051 0.228 -1.228
C 1.596041 -0.349352 -0.070231 -0.102 -0.272 -0.338
C 0.234924 -1.071016 -0.226880 -0.580 0.166 0.244
C -0.287895 -1.832480 1.015072 -0.037 -0.131 0.095
C 0.652759 -2.924886 1.598431 -0.480 0.701 0.648
O 1.704452 -2.244150 2.336400 -0.451 -0.492 0.096
C 1.387766 -2.275256 3.716235 0.467 0.171 0.763
C 1.203641 -3.944360 0.562311 1.066 -0.070 -1.181
O 0.311463 -5.031632 0.325393 -0.076 0.655 1.102
C 0.195293 -5.891547 1.459492 0.151 -0.963 0.070
C 2.673760 -4.419807 0.879855 -0.212 1.393 -0.391
I 3.207110 -6.182325 -0.335482 -0.579 0.320 0.439
C 3.723810 -3.315083 0.470352 0.809 -1.058 0.552
C 5.200302 -3.879317 0.443069 -0.168 1.481 0.410
H 3.501077 -0.523397 2.011113 0.025 0.359 0.381
H 2.852834 0.575815 3.261604 0.610 -0.387 -0.040
H 4.621807 0.112952 3.227675 -0.437 0.422 -0.158
H 4.929817 1.458207 1.203165 -0.496 0.165 0.251
H 4.045873 2.504882 2.308669 -0.243 -0.327 -0.363
H 2.642462 2.821781 0.400505 0.170 -0.402 0.109
H 3.325043 1.401928 -0.406101 -0.279 0.196 0.507
H 0.736523 1.579833 0.314978 0.310 -0.378 0.304
H 1.264290 0.821805 1.826897 0.315 -0.105 -0.408
H 2.384822 -1.049604 0.274346 -0.516 0.511 0.017
H 1.916518 -0.049002 -1.093901 -0.237 -0.102 0.525
H -0.511771 -0.279854 -0.456283 0.278 -0.419 0.028
H 0.191595 -1.756466 -1.093955 0.359 0.366 0.266
H -1.269971 -2.313371 0.811400 0.591 0.314 -0.226
H -0.497698 -1.100939 1.826937 0.232 -0.477 -0.291
H 0.058592 -3.440334 2.385263 0.243 -0.182 -0.792
H 0.364787 -1.896058 3.924947 0.382 -0.336 -0.167
H 1.522460 -3.304365 4.120193 -0.348 0.454 -0.167
H 2.081793 -1.628647 4.291539 -0.196 -0.237 -0.629
H 1.290194 -3.457645 -0.432590 -0.229 -0.186 0.557
H -0.861890 -6.161834 1.611701 0.516 0.260 -0.028
H 0.605757 -5.477354 2.400579 -0.291 0.050 -0.490
H 0.776507 -6.817509 1.252517 -0.412 0.425 0.161
H 2.711481 -4.652207 1.957286 0.521 -0.296 -0.558
H 3.750105 -2.493049 1.206532 -0.501 -0.511 -0.280
H 3.468805 -2.881117 -0.512815 0.011 -0.319 0.365
H 5.846853 -3.030499 0.763768 -0.188 -0.529 -0.331
H 5.357178 -4.666529 1.199919 -0.134 0.150 -0.561
H 5.519490 -4.171961 -0.566708 -0.133 -0.221 0.522
C -0.954688 -1.645402 -4.744026 0.093 0.125 0.022
Cl -1.758968 -0.531678 -3.634642 -0.118 -0.012 -0.051
Cl 0.734997 -1.897097 -4.276182 0.019 0.325 0.272
H -1.480669 -2.591073 -4.719637 0.061 -0.031 0.151
H -0.978087 -1.230495 -5.746781 0.043 0.071 0.093
C 1.408954 -5.124210 -6.175067 0.252 -0.069 -0.031
Cl 1.941830 -5.453931 -4.519589 -0.075 0.006 -0.091
Cl -0.070240 -4.155744 -6.234356 -0.109 -0.597 -0.495
H 2.198462 -4.581006 -6.684829 -0.085 0.071 0.078
H 1.223303 -6.066579 -6.679809 -0.079 0.029 0.115
C 5.336404 1.003838 6.511516 0.112 -0.018 0.025
Cl 5.144785 2.660348 5.926219 0.069 0.002 0.011
Cl 3.878295 0.046182 6.230071 0.009 -0.092 0.122
H 6.165941 0.540671 5.986712 -0.103 0.039 -0.072
H 5.538931 1.029198 7.577258 -0.112 0.046 -0.043
C -2.714687 -6.715621 -0.751665 0.243 0.164 -0.058
Cl -3.553861 -7.694157 -1.961641 0.010 0.031 -0.034
Cl -3.005679 -7.323863 0.884343 -0.148 0.047 -0.311
H -1.647778 -6.744389 -0.953310 -0.053 -0.057 0.030
H -3.075111 -5.693795 -0.813837 -0.064 -0.084 0.046
C -4.149557 -4.426948 3.370896 -0.139 -0.088 -0.039
Cl -3.073479 -3.529564 2.290686 -0.056 -0.061 -0.030
Cl -3.531233 -4.443315 5.028297 -0.056 -0.054 -0.016
H -5.125860 -3.952853 3.365323 0.108 0.081 0.044
H -4.231209 -5.449525 3.015488 0.128 0.042 0.016
C -1.254525 3.998479 -1.600981 -0.022 0.170 0.017
Cl 0.311465 4.803556 -1.444766 0.116 -0.146 0.191
Cl -1.143523 2.542500 -2.598423 -0.066 0.030 0.046
H -1.602591 3.717669 -0.610736 0.105 -0.037 -0.053
H -1.959896 4.689042 -2.063342 0.613 -0.325 0.174
C 5.576812 4.081362 -1.531652 0.177 0.013 -0.161
Cl 6.068452 3.606711 0.101125 0.034 0.179 -0.193
Cl 4.126151 5.093089 -1.541909 0.013 -0.039 0.020
H 6.387077 4.645982 -1.982339 -0.060 0.038 0.081
H 5.382929 3.184380 -2.111389 -0.099 0.023 0.120
C -4.424827 6.965320 -1.924205 -0.074 0.244 0.023
Cl -3.989055 5.386233 -2.595008 -0.552 0.195 -0.331
Cl -4.305071 6.966852 -0.161997 -0.028 0.027 -0.028
H -3.748794 7.714715 -2.324425 0.066 -0.116 0.051
H -5.446598 7.197802 -2.208483 0.015 -0.123 0.064
C -7.093191 4.155248 -0.919312 0.142 -0.142 -0.015
Cl -7.910849 2.624508 -1.248912 0.076 -0.002 0.006
Cl -8.254454 5.476370 -0.721254 0.208 0.123 -0.051
H -6.514565 4.055990 -0.006467 -0.127 0.025 0.011
H -6.435494 4.388599 -1.750771 -0.149 -0.012 0.007
C -11.349682 6.672236 0.562746 0.074 -0.068 0.048
Cl -11.356044 8.336681 -0.033815 0.085 0.027 0.026
Cl -12.860846 5.841093 0.177005 0.033 -0.063 0.039
H -10.527530 6.138032 0.097835 -0.215 0.053 -0.012
H -11.222197 6.686513 1.640381 -0.100 0.061 -0.051
C -5.937547 -8.766960 3.363456 -0.099 -0.086 0.035
Cl -6.794440 -7.893186 2.088237 -0.048 -0.024 0.024
Cl -4.270199 -8.203051 3.523676 -0.060 -0.175 0.442
H -6.452687 -8.607868 4.305207 0.057 0.103 -0.057
H -5.927410 -9.824308 3.119586 0.069 0.084 -0.089
C 0.734390 8.082857 -4.064090 0.028 -0.021 -0.152
Cl -0.732689 7.394541 -3.359377 -0.142 0.114 -0.174
Cl 1.804812 8.737931 -2.818645 0.059 0.012 -0.035
H 1.261284 7.302131 -4.603577 -0.025 -0.034 0.145
H 0.455891 8.881729 -4.743604 -0.029 0.016 0.130
C 5.600053 9.308832 -3.557023 -0.130 0.024 0.061
Cl 6.433620 7.759123 -3.725896 -0.043 -0.058 0.024
Cl 6.528141 10.626322 -4.282983 -0.052 0.044 0.020
H 4.636530 9.243820 -4.051720 0.101 -0.024 -0.046
H 5.460987 9.517703 -2.501262 0.111 -0.022 -0.042
```
Forces are in eV/Å.



Record 2
Density functional theory data (ωB97M-V/def2-TZVPD) for a molecular structure, C27H55Cl2NP2Ti at a distorted geometry.

Properties
* charge: -1
* relative energy (zero: lowest compared OMol25 entry of this formula, charge and spin): 336.88 kJ/mol
* 2S+1: 2

Geometry as XYZ:
```
88
Properties=species:S:1:pos:R:3:forces:R:3
Ti 0.315381 0.727736 -0.316743 -0.066 -0.195 0.796
Cl -0.019466 -0.717134 -1.993129 -0.339 -1.624 -1.580
P 1.877228 2.141291 -1.411898 -0.999 -0.097 0.705
C 1.369172 3.125921 -2.916775 0.576 0.318 -0.256
C 2.363408 3.401188 -0.131315 0.481 0.321 -0.515
C 3.409621 1.333106 -2.085299 0.159 0.370 -0.144
C -0.143713 3.155759 -3.140403 -0.040 0.182 -0.064
H 1.816932 2.562960 -3.755046 -0.079 0.244 0.102
C 1.955364 4.543272 -2.891214 -0.201 0.250 -0.512
H 1.566730 5.124266 -2.044801 0.029 -0.125 -0.204
H 1.670865 5.070599 -3.810226 -0.024 0.072 0.057
H 3.049805 4.556703 -2.847893 -0.315 0.048 0.118
H -0.556061 2.149672 -3.297321 0.171 0.249 0.188
H -0.357058 3.750430 -4.044102 0.026 -0.117 0.142
H -0.674491 3.630251 -2.301049 0.150 -0.264 -0.153
H 3.020800 0.819263 -2.983793 0.067 0.096 0.276
C 4.050481 0.270235 -1.181487 0.111 -0.023 -0.170
C 4.434484 2.381368 -2.536754 0.337 -0.339 -0.200
H 4.056407 2.991764 -3.363668 0.140 -0.170 0.193
H 5.335011 1.867985 -2.894130 0.056 0.112 -0.003
H 4.738141 3.043911 -1.714062 -0.110 -0.129 -0.187
H 3.321462 -0.430952 -0.757542 0.105 0.289 -0.082
H 4.620620 0.724503 -0.358394 -0.223 -0.167 -0.199
H 4.754853 -0.307549 -1.799058 -0.034 0.070 0.177
C 1.106237 3.929511 0.579168 -0.002 0.143 0.100
H 2.844909 4.225065 -0.680999 -0.045 -0.055 0.391
C 3.379900 2.857905 0.879700 -0.011 0.060 0.200
H 0.329051 4.290402 -0.112570 0.249 -0.236 0.138
H 1.394530 4.783600 1.213816 0.006 -0.075 -0.036
H 0.655383 3.177880 1.255499 0.220 0.279 -0.473
H 3.045323 1.909991 1.323898 0.065 0.196 -0.148
H 3.486773 3.589099 1.694520 0.033 -0.119 -0.095
H 4.374847 2.710765 0.434580 -0.302 0.018 0.120
Cl 1.446932 -0.375333 1.305588 0.614 -0.932 0.828
H -0.643488 -2.749691 -0.102440 0.107 0.011 -0.017
P -1.249131 -4.020262 -0.219339 0.517 1.743 0.222
C -0.120531 -4.942342 -1.297246 0.194 -0.411 -0.419
C -1.283211 -4.513279 1.527592 -0.138 -0.764 0.384
C -2.805240 -3.568440 -1.026350 -0.236 -0.185 -0.197
C 1.290488 -4.329260 -1.293552 0.224 0.182 -0.042
H -0.545060 -4.798244 -2.308141 0.046 0.055 0.320
C -0.071744 -6.451459 -1.023744 -0.084 -0.176 -0.006
H 0.307140 -6.673204 -0.015775 -0.119 0.058 -0.279
H 0.606372 -6.926102 -1.746552 -0.095 0.104 0.128
H -1.056390 -6.919212 -1.138908 0.149 0.054 0.098
H 1.272164 -3.251235 -1.510759 -0.047 -0.245 0.138
H 1.883912 -4.813090 -2.084855 -0.178 0.068 0.272
H 1.807696 -4.489587 -0.335447 -0.197 0.059 -0.275
H -2.457396 -3.356524 -2.051411 0.001 0.045 0.172
C -3.443874 -2.280408 -0.473595 0.012 0.064 -0.004
C -3.791099 -4.734005 -1.091896 -0.218 -0.098 -0.173
H -3.385890 -5.570127 -1.675042 -0.091 0.081 0.186
H -4.703830 -4.389924 -1.593292 0.041 -0.081 0.040
H -4.074013 -5.099794 -0.095691 0.090 0.090 -0.170
H -2.713588 -1.476642 -0.301648 -0.087 -0.174 -0.037
H -4.000767 -2.467393 0.454764 0.174 0.042 -0.255
H -4.154601 -1.914774 -1.229654 0.164 -0.096 0.253
C 0.143397 -4.598086 2.104668 0.251 0.016 -0.002
H -1.738678 -5.516450 1.494734 0.166 0.171 0.323
C -2.148256 -3.585925 2.395810 -0.118 0.212 -0.052
H 0.724776 -5.435759 1.697148 -0.150 0.212 -0.026
H 0.077164 -4.759354 3.188497 -0.036 0.045 -0.251
H 0.710524 -3.666427 1.947418 -0.240 -0.192 0.002
H -1.862126 -2.528884 2.282757 -0.038 -0.274 -0.037
H -2.000347 -3.852020 3.450074 -0.010 0.013 -0.246
H -3.218236 -3.688885 2.181288 0.182 0.034 -0.053
C 0.760802 1.800450 4.075493 -0.240 -0.029 -0.362
N -0.185669 2.343496 3.105744 0.025 0.013 0.341
C -0.776331 3.589423 3.590622 0.301 -0.289 -0.197
C -1.207641 1.347522 2.729846 0.325 0.223 0.481
C -2.000087 1.751944 1.530299 -1.265 0.456 -0.281
C -3.214770 2.423936 1.727329 0.135 -0.130 -0.134
C -4.002844 2.813609 0.644738 -0.326 0.072 0.404
C -3.623778 2.468953 -0.654307 0.600 -0.505 -0.572
C -2.406084 1.804249 -0.866656 -1.295 0.359 0.617
C -1.570644 1.476258 0.218176 0.917 0.268 -0.204
H 0.257994 1.481036 5.004440 0.010 0.008 0.107
H 1.506875 2.560437 4.327733 -0.046 -0.065 -0.025
H 1.266241 0.934301 3.633161 -0.088 0.187 0.122
H -1.396436 4.048759 2.812727 0.128 -0.123 0.143
H -1.398846 3.430629 4.491600 -0.018 -0.001 -0.040
H 0.032872 4.280976 3.856430 -0.147 -0.062 -0.075
H -0.682355 0.397627 2.560827 -0.168 0.227 -0.011
H -1.894799 1.210499 3.589346 0.002 -0.086 0.010
H -3.532281 2.644256 2.750543 -0.066 0.012 -0.220
H -4.935250 3.348892 0.821458 0.129 -0.094 -0.043
H -4.281652 2.689878 -1.501781 0.184 0.062 0.259
H -2.111314 1.504224 -1.874279 -0.139 0.180 0.166
```
Forces are in eV/Å.



Which of these has the highest 2S+1? C27H55Cl2NP2Ti



Among the records above, which one has the lowest 2S+1? C27H55Cl26IO2